ORCA calculation (wB97M-V/def2-TZVPD) on C3H5N5O in the gas phase in a non-equilibrium geometry.

Output
Gap between HOMO and LUMO   0.360 Ha
Relative energy (zero: lowest compared OMol25 entry of this formula, charge and spin)   119.7 kcal per mole
LUMO   0.0207 hartree
Highest occupied orbital energy   -0.3389 Ha
SMILES string   Nn1cnnconc1
Charge   0

XYZ file:
```
14
Properties=species:S:1:pos:R:3:forces:R:3:mulliken_charge:R:1
N 0.34143 1.42242 1.61951 -0.176 0.508 -0.709 -0.779
N 0.17849 0.53960 0.48472 2.112 -0.192 1.301 0.151
C -0.99376 0.87042 -0.24228 0.726 -2.226 1.887 0.070
N -1.24635 0.50413 -1.39130 -1.042 -0.241 -2.433 -0.318
N -0.27169 -0.12025 -2.13774 0.161 0.118 0.692 -0.362
C 0.13104 -1.24065 -1.70076 -0.097 1.978 -2.463 -0.001
O -0.32442 -1.89324 -0.66222 -4.931 -0.816 -1.952 -0.170
N 0.55954 -1.89820 0.27870 4.523 0.939 4.668 -0.483
C 0.83241 -0.73736 0.77284 0.704 0.341 0.407 0.151
H 0.47464 2.40139 1.28567 0.118 -1.128 0.038 0.285
H -0.58809 1.43192 2.02426 0.040 0.133 0.675 0.251
H -1.80292 1.12979 0.41467 -0.410 0.978 -0.070 0.378
H 0.92659 -1.67899 -2.23037 0.943 -0.812 -0.661 0.485
H 1.78309 -0.73098 1.48430 -2.671 0.419 -1.380 0.343
```
Forces are in eV/Å.

ORCA calculation (wB97M-V/def2-TZVPD) on 2 unconnected molecules or ions with the total composition C4H12NS2 in a non-equilibrium geometry.

Output
Gap between HOMO and LUMO   0.342 Ha
Relative energy (zero: lowest compared OMol25 entry of this formula, charge and spin)   24.5 kcal per mole
LUMO   -0.1250 hartree
Highest occupied orbital energy   -0.4668 Ha
Charge   +1

XYZ file:
```
19
Properties=species:S:1:pos:R:3:forces:R:3:mulliken_charge:R:1
C 1.12208 -2.41480 -0.62624 0.044 -0.093 0.721 -1.198
C -0.07345 -2.15715 -1.47668 -0.253 -0.794 0.041 0.825
C -0.47564 -2.86560 -2.51812 -0.504 -0.214 0.491 -0.931
N -0.93166 -1.05804 -0.98514 0.053 1.355 -0.250 -0.088
H 1.75994 -3.14064 -1.11731 0.170 0.114 -0.111 0.380
H 1.68389 -1.51336 -0.36893 0.052 0.062 -0.438 0.312
H 0.88242 -2.84387 0.35676 -0.337 -0.029 -0.200 0.324
H -1.37517 -2.64210 -3.07662 -0.042 0.119 0.041 0.259
H -0.02924 -3.82963 -2.72652 0.469 0.349 -0.314 0.271
H -0.39669 -0.16573 -0.99880 0.020 -0.176 0.230 0.049
H -1.23988 -1.17147 -0.01628 0.220 -0.288 0.089 0.345
H -1.78403 -0.87247 -1.52101 0.142 -0.398 -0.275 0.398
C -0.66241 0.53676 2.25140 -0.464 0.424 0.420 -0.611
S -0.37900 2.19189 1.51019 -0.154 -0.508 -0.280 0.002
S 0.80404 1.73324 -0.12230 -0.212 0.425 0.292 -0.285
H -1.71591 0.24917 2.20515 0.018 0.106 -0.334 0.279
H -0.45261 0.60138 3.32015 0.363 -0.130 -0.143 0.341
H -0.03688 -0.19628 1.75730 0.239 -0.079 0.165 0.094
H 1.98097 2.00158 0.46075 0.177 -0.244 -0.145 0.233
```
Forces are in eV/Å.

ORCA calculation (wB97M-V/def2-TZVPD) on a molecular structure, C40H40Br2N7O9SbZr.

Output
Gap between HOMO and LUMO   0.277 Ha
Relative energy (zero: lowest compared OMol25 entry of this formula, charge and spin)   17.7 kcal per mole
LUMO   -0.2068 hartree
Highest occupied orbital energy   -0.4841 Ha
Charge   +2

XYZ file:
```
100
Properties=species:S:1:pos:R:3:forces:R:3:mulliken_charge:R:1
Zr 0.47180 0.59693 0.35019 0.408 0.111 -0.275 -0.294
N 2.07546 -1.08994 0.97867 0.128 0.177 0.323 -0.655
C 3.14736 -1.63504 0.09881 -0.077 -0.165 0.074 -0.189
C 3.88221 -0.54236 -0.65591 0.027 0.102 0.083 -1.165
C 3.09986 -0.00375 -1.84010 -0.082 0.031 -0.182 -0.265
N 2.00216 0.92162 -1.45203 0.027 0.261 0.017 -0.758
H 2.53810 -0.57637 1.73485 -0.122 -0.167 -0.175 0.377
H 1.62397 -1.86169 1.47496 0.103 0.184 -0.175 0.183
H 2.68453 -2.32292 -0.61035 0.067 0.012 0.021 -0.173
H 3.84052 -2.21385 0.71638 -0.014 0.072 -0.106 0.526
H 4.81786 -0.95659 -1.03244 -0.017 -0.044 -0.012 0.567
H 4.16393 0.26961 0.02445 0.002 -0.020 -0.048 0.230
H 2.65114 -0.84582 -2.37694 0.071 0.050 0.036 0.057
H 3.75926 0.51114 -2.54413 0.013 -0.064 0.093 0.488
H 1.46536 1.16331 -2.28887 0.038 -0.065 0.129 0.185
H 2.41789 1.80348 -1.13954 -0.076 -0.157 -0.076 0.421
C -3.44426 1.69008 -2.29062 0.188 -0.105 -0.067 -0.289
O -2.56642 2.77745 -1.92898 0.040 0.240 -0.178 -0.497
C -1.34201 2.54944 -1.53770 -0.254 0.439 0.456 0.148
O -0.86275 1.41212 -1.39495 0.600 -0.528 0.138 0.606
N -0.68508 3.69256 -1.27428 0.091 0.050 0.083 -0.219
N 0.55304 3.63577 -0.61744 -0.138 -0.019 -0.087 -0.256
H -3.89945 1.97579 -3.23381 -0.039 -0.038 0.015 0.438
H -4.19493 1.60232 -1.50909 -0.008 -0.021 -0.034 0.258
H -2.87345 0.76775 -2.39434 -0.200 0.232 -0.019 -0.248
H -1.23757 4.54662 -1.27557 0.168 -0.203 0.008 0.299
H 0.43812 3.85535 0.37593 -0.080 -0.031 -0.336 0.141
H 1.19626 4.29845 -1.04723 -0.206 -0.122 0.054 0.317
C -0.51148 -3.01882 1.28095 0.002 -0.022 0.016 -0.377
C -1.20996 -1.92717 2.02425 -0.139 0.042 0.065 0.647
C -2.08615 -2.34909 3.04889 0.112 0.013 -0.134 -1.719
C -2.83233 -1.44933 3.73485 -0.096 0.097 0.074 -1.066
C -2.72443 -0.07620 3.42435 -0.067 -0.004 0.066 0.908
C -3.49423 0.94213 4.04909 0.089 0.069 -0.103 -0.170
Br -4.73881 0.51161 5.38706 -0.060 -0.037 0.070 -0.155
C -3.34859 2.24848 3.67749 0.092 -0.104 -0.090 -0.290
C -2.41740 2.58924 2.67748 -0.249 0.189 0.389 0.311
Br -2.22569 4.39790 2.20170 0.073 0.010 -0.080 -0.161
C -1.64298 1.64072 2.07691 0.232 0.056 -0.335 -0.561
O -0.75431 1.94093 1.11823 -0.571 0.027 0.363 1.149
C -1.80168 0.28593 2.42969 -0.036 -0.323 -0.055 0.012
N -1.04271 -0.64522 1.72257 -0.191 0.123 0.082 0.962
H 0.10887 -3.61319 1.95727 -0.011 0.011 0.024 0.672
H 0.10157 -2.64825 0.47117 0.000 0.060 0.012 -1.523
H -1.25143 -3.69685 0.85087 0.008 0.015 -0.005 0.533
H -2.15973 -3.40636 3.25747 -0.005 -0.040 0.003 0.657
H -3.51645 -1.76974 4.50765 -0.017 -0.004 0.025 0.427
H -3.93899 3.02351 4.14263 -0.018 0.023 0.019 0.517
O 2.05450 1.86547 1.04761 0.464 0.211 0.253 -0.589
C 1.86088 1.71923 2.31760 -0.068 0.007 -0.340 1.384
O 1.09815 0.78798 2.65451 -0.019 -0.140 0.048 -0.672
C 2.49251 2.62597 3.28669 -0.006 -0.104 0.085 0.364
C 3.27854 3.68605 2.85041 -0.047 -0.060 -0.020 -0.330
C 3.82032 4.52490 3.79914 0.058 0.049 0.084 -0.589
C 3.62761 4.35458 5.15691 -0.070 -0.074 -0.090 -0.352
C 2.84543 3.28186 5.54206 0.027 -0.004 0.028 -0.462
C 2.27146 2.40771 4.64473 0.028 0.135 -0.084 -0.563
N 2.60136 3.06598 6.98653 0.051 0.091 -0.302 1.093
O 3.05397 3.88168 7.74316 0.216 0.341 0.310 -0.598
O 1.96018 2.09031 7.28553 -0.299 -0.463 0.139 -0.614
N 4.63989 5.66634 3.33672 -0.205 -0.197 0.156 1.096
O 5.12243 6.37163 4.18086 0.193 0.240 0.280 -0.594
O 4.74654 5.80114 2.14191 0.097 0.095 -0.532 -0.625
H 3.46762 3.86688 1.80049 -0.022 -0.027 0.086 0.808
H 4.06154 5.02944 5.88187 -0.009 -0.021 -0.021 0.644
H 1.66097 1.58883 4.99772 0.012 0.011 -0.018 0.799
C 1.33784 -5.87994 -3.22702 0.012 -0.021 -0.029 -0.757
C 1.54799 -5.45870 -1.92352 -0.022 0.111 -0.003 -0.902
C 1.10847 -4.20312 -1.52541 -0.085 -0.169 -0.086 -0.479
C 0.44643 -3.36663 -2.42275 0.166 -0.005 -0.024 1.551
C 0.25082 -3.79337 -3.73565 0.050 -0.034 0.030 -0.962
C 0.69209 -5.04885 -4.12932 0.003 0.014 -0.032 -0.806
Sb -0.29596 -1.46659 -1.86612 -0.520 -0.192 -0.031 0.826
C -2.32435 -1.97695 -1.43521 0.045 -0.106 0.141 1.313
C -3.12174 -1.13534 -0.65803 0.212 0.373 0.106 -0.008
C -4.40772 -1.50456 -0.29335 0.001 -0.080 -0.047 -1.223
C -4.91451 -2.73413 -0.69389 0.084 0.041 -0.029 -0.945
C -4.12840 -3.58395 -1.45855 -0.026 0.031 0.019 -0.852
C -2.84008 -3.21292 -1.82171 -0.007 -0.001 -0.021 -1.161
C -0.47771 -0.62463 -3.79540 -0.033 -0.012 -0.115 1.809
C 0.63755 -0.21956 -4.52650 -0.028 0.077 -0.028 -0.633
C 0.48783 0.31381 -5.80016 0.003 -0.036 0.036 -0.829
C -0.77512 0.42880 -6.36168 -0.030 -0.013 0.025 -0.732
C -1.88657 -0.00476 -5.65416 0.052 0.014 0.009 -0.959
C -1.73858 -0.52784 -4.37650 -0.033 -0.088 -0.020 -0.780
H 1.68264 -6.85422 -3.54203 0.006 -0.044 -0.011 0.424
H 2.05440 -6.10320 -1.21933 0.021 -0.027 0.037 0.458
H 1.27263 -3.90617 -0.50007 0.040 -0.038 0.029 0.432
H -0.23549 -3.15322 -4.46120 -0.031 0.005 0.017 0.534
H 0.53616 -5.37455 -5.14775 -0.014 -0.017 -0.046 0.471
H -2.74980 -0.16016 -0.32626 -0.072 -0.371 -0.104 0.544
H -5.01158 -0.83392 0.30207 -0.044 0.033 0.046 0.578
H -5.91495 -3.02855 -0.41266 -0.056 -0.009 0.018 0.455
H -4.51616 -4.54186 -1.77568 -0.011 -0.036 -0.002 0.446
H -2.24835 -3.90884 -2.40087 0.097 0.009 -0.065 0.543
H 1.64130 -0.34884 -4.14209 0.031 0.005 0.039 0.451
H 1.36004 0.61805 -6.36119 0.038 0.017 -0.023 0.481
H -0.89054 0.83263 -7.35691 -0.001 0.022 -0.045 0.425
H -2.86798 0.04717 -6.10378 -0.053 0.010 -0.013 0.482
H -2.61042 -0.90272 -3.85220 -0.005 0.036 -0.008 0.593
```
Forces are in eV/Å.

ORCA calculation (wB97M-V/def2-TZVPD) on 2 unconnected molecules or ions with the total composition C4H13NOS in a non-equilibrium geometry.

Output
Gap between HOMO and LUMO   0.347 Ha
Relative energy (zero: lowest compared OMol25 entry of this formula, charge and spin)   60.3 kcal per mole
LUMO   0.0177 hartree
Highest occupied orbital energy   -0.3294 Ha
SMILES string   CCNCCS.O
Charge   0

XYZ file:
```
20
Properties=species:S:1:pos:R:3:forces:R:3:mulliken_charge:R:1
C -0.45797 -2.22139 -0.32619 0.538 0.813 -1.984 -0.880
C 0.02743 -1.92023 1.10907 -1.728 -1.091 0.886 -0.509
N 0.36388 -0.52879 1.36610 1.263 2.214 -2.422 -0.321
C -0.71559 0.47371 1.72274 1.956 -1.495 2.036 -0.918
C -1.90425 0.37191 0.79882 -1.371 0.990 0.568 -0.326
S -1.61762 1.25835 -0.78558 1.664 0.095 0.635 -0.186
H -1.48558 -1.95372 -0.30667 -1.233 -0.717 -0.115 0.221
H -0.23273 -1.52210 -1.21782 0.917 -0.615 1.692 0.271
H -0.30742 -3.21983 -0.77151 -0.123 0.205 0.781 0.321
H 0.69253 -2.67101 1.58937 0.683 0.821 -0.967 0.362
H -0.86160 -2.22164 1.71737 0.188 0.719 -0.139 0.258
H 0.72146 -0.17333 0.41218 -0.309 -0.749 2.051 0.293
H -0.36651 1.54446 1.60260 0.212 -1.365 0.244 0.374
H -0.76062 0.33414 2.92941 -1.079 0.256 -2.915 0.278
H -2.34633 -0.59990 0.55445 0.412 0.197 0.498 0.294
H -2.64997 0.97469 1.30167 -0.676 -0.081 -0.036 0.347
H -0.32327 1.63068 -0.38537 -1.314 -0.195 -0.814 0.121
O 4.17566 3.85531 -3.92429 1.792 -1.130 3.043 -0.647
H 4.52130 3.31525 -3.10013 -1.003 1.745 -2.530 0.333
H 3.52720 3.27344 -4.28621 -0.790 -0.617 -0.513 0.315
```
Forces are in eV/Å.